{
  "formula": "C10H22DyIO4P2",
  "method": "the ωB97M-V functional and the def2-TZVPD basis",
  "species": ["C", "C", "H", "H", "H", "O", "I", "Dy", "P", "C", "C", "H", "H", "H", "H", "H", "H", "C", "H", "H", "H", "P", "C", "C", "H", "H", "H", "C", "H", "H", "H", "H", "H", "H", "C", "O", "O", "C", "O", "H"],
  "positions_angstrom": [[-3.496385, 2.693126, -2.654941], [-2.165296, 2.181773, -2.601991], [-3.596770, 3.249548, -3.609450], [-3.644630, 3.374300, -1.789336], [-4.199982, 1.833057, -2.631542], [-1.102969, 1.729590, -2.467036], [-2.745860, 0.342150, 1.560267], [-0.111751, -0.394477, 0.824533], [-0.331149, -2.556072, -1.011446], [0.983176, -3.516803, -1.837184], [-1.102469, -3.915299, -0.038144], [-1.347144, -4.752893, -0.710871], [-1.960903, -3.369476, -2.595819], [-2.013731, -3.547284, 0.453916], [-2.432399, -1.761594, -1.944770], [1.722599, -3.798761, -1.075108], [-0.388379, -4.245534, 0.729109], [-1.596322, -2.369761, -2.319217], [0.592967, -4.432509, -2.306792], [-1.143290, -1.878251, -3.188784], [1.465000, -2.886206, -2.594385], [1.232637, 2.053795, 1.368528], [3.045553, 2.269917, 1.285476], [0.567745, 3.668147, 0.849587], [-0.083672, 2.083460, 3.450733], [1.352577, 3.151857, 3.517801], [1.540053, 1.378283, 3.707255], [0.980837, 2.170824, 3.192864], [-0.526336, 3.609513, 0.771330], [0.842918, 4.414712, 1.605973], [3.382646, 3.145427, 1.856728], [3.351474, 2.385655, 0.239262], [0.992806, 3.942498, -0.122667], [3.521643, 1.370274, 1.696126], [1.689018, -0.282099, -0.859618], [2.590831, -0.311704, -1.579564], [1.794165, -0.988296, 2.054075], [1.055279, -1.778895, 2.738607], [-0.198441, -1.880600, 2.485964], [1.483956, -2.381390, 3.550534]],
  "forces_ev_per_angstrom": [[-0.1, 0.2, -0.4], [4.8, -2.3, 1.2], [-0.1, -0.2, 0.3], [0.1, -0.3, -0.3], [0.3, 0.3, 0.1], [-5.2, 2.3, -0.9], [-0.2, 0.4, -0.5], [-0.4, -0.4, 1.2], [-0.7, -1.8, -0.4], [0.4, 0.4, 0.0], [0.0, 0.3, 0.3], [0.1, 0.3, 0.2], [0.1, 0.4, 0.0], [0.2, -0.2, -0.1], [0.1, -0.2, -0.1], [-0.1, 0.0, -0.3], [-0.3, 0.0, -0.2], [0.1, 0.3, -0.1], [0.0, 0.4, 0.2], [-0.2, -0.1, 0.1], [0.1, -0.3, 0.1], [0.4, 0.8, 1.0], [0.0, -0.2, -0.3], [-0.1, 0.0, -0.2], [0.3, 0.1, 0.0], [-0.1, -0.3, 0.0], [-0.1, 0.2, -0.1], [-0.2, -0.3, -0.1], [0.3, 0.1, 0.1], [-0.1, -0.1, -0.3], [-0.2, -0.2, -0.1], [0.1, 0.0, 0.2], [-0.1, 0.1, 0.2], [-0.1, 0.2, -0.1], [4.1, 0.1, -3.2], [-3.2, 0.1, 2.6], [-0.8, -0.6, 0.4], [-0.2, 0.3, -0.4], [1.2, 0.0, 0.1], [0.0, 0.1, -0.1]],
  "charge": 2,
  "spin_multiplicity": 6,
  "lumo_ev": [-8.48, -8.47],
  "total_energy_ev": -69665.3895,
  "homo_lumo_gap_ev": [6.4, 6.4]
}